[1]
{"formula": "C41H29N5O10PPt", "method": "ωB97M-V with the def2-TZVPD basis set", "species": ["Pt", "O", "C", "O", "C", "C", "C", "C", "C", "C", "O", "N", "O", "O", "N", "O", "O", "H", "H", "C", "O", "C", "C", "C", "C", "C", "C", "N", "N", "C", "C", "C", "C", "O", "C", "N", "C", "C", "C", "C", "H", "H", "H", "H", "H", "H", "H", "H", "H", "H", "H", "H", "O", "P", "C", "C", "C", "C", "C", "C", "C", "C", "C", "C", "C", "C", "C", "C", "C", "C", "C", "C", "H", "H", "H", "H", "H", "H", "H", "H", "H", "H", "H", "H", "H", "H", "H"], "xyz": [[0.60, 0.02, -0.28], [-0.36, 4.00, -0.80], [-0.24, 2.81, -1.06], [0.50, 2.05, -0.33], [-0.94, 2.27, -2.29], [-1.58, 3.19, -3.09], [-2.21, 2.82, -4.29], [-2.19, 1.50, -4.69], [-1.56, 0.55, -3.92], [-0.89, 0.88, -2.68], [-0.31, -0.04, -2.04], [-1.59, -0.79, -4.41], [-1.20, -1.71, -3.72], [-2.03, -0.96, -5.54], [-2.87, 3.78, -5.10], [-2.91, 4.94, -4.72], [-3.37, 3.40, -6.15], [-1.59, 4.22, -2.76], [-2.67, 1.21, -5.62], [6.08, -5.86, 10.42], [5.13, -4.83, 10.33], [4.60, -4.51, 9.11], [3.83, -3.34, 9.08], [3.25, -2.90, 7.92], [3.40, -3.63, 6.72], [4.19, -4.80, 6.75], [4.77, -5.23, 7.93], [2.76, -3.17, 5.63], [2.74, -3.77, 4.50], [2.35, -3.28, 3.34], [2.03, -4.19, 2.30], [1.54, -3.78, 1.08], [1.31, -2.41, 0.81], [0.78, -1.98, -0.28], [1.72, -1.47, 1.80], [1.58, -0.16, 1.45], [2.03, 0.76, 2.29], [2.57, 0.45, 3.53], [2.67, -0.87, 3.92], [2.28, -1.87, 3.04], [6.53, -5.76, 11.41], [6.85, -5.77, 9.66], [5.62, -6.85, 10.35], [3.73, -2.77, 9.99], [2.68, -1.99, 7.91], [4.33, -5.35, 5.84], [5.37, -6.13, 7.91], [2.18, -5.24, 2.49], [1.30, -4.50, 0.32], [1.99, 1.79, 1.96], [2.90, 1.25, 4.19], [3.08, -1.15, 4.89], [-1.96, -0.01, 0.81], [-2.35, 0.36, 2.18], [-4.07, -0.07, 2.60], [-4.94, -0.46, 1.60], [-6.26, -0.78, 1.90], [-6.70, -0.69, 3.21], [-5.83, -0.29, 4.22], [-4.52, 0.02, 3.92], [-1.40, -0.53, 3.45], [-0.96, 0.04, 4.63], [-0.31, -0.74, 5.58], [-0.14, -2.10, 5.35], [-0.57, -2.67, 4.16], [-1.20, -1.89, 3.21], [-2.17, 2.14, 2.53], [-3.18, 2.99, 2.95], [-2.92, 4.35, 3.04], [-1.68, 4.85, 2.68], [-0.67, 4.00, 2.27], [-0.92, 2.64, 2.21], [-4.57, -0.53, 0.59], [-6.93, -1.09, 1.12], [-7.73, -0.93, 3.45], [-6.18, -0.22, 5.24], [-3.84, 0.32, 4.70], [-1.11, 1.10, 4.81], [0.04, -0.30, 6.50], [0.36, -2.70, 6.09], [-0.42, -3.73, 3.99], [-1.54, -2.30, 2.28], [-4.16, 2.60, 3.20], [-3.70, 5.02, 3.38], [-1.51, 5.92, 2.72], [0.29, 4.39, 1.96], [-0.16, 1.95, 1.88]], "gap_ev": [5.81, 5.75], "s2": 2.082, "total_energy_ev": -83445.68735, "spin_multiplicity": 3, "total_charge": -1}

[2]
{"formula": "C41H30AgClF3N2O2SSb", "method": "ωB97M-V with the def2-TZVPD basis set", "species": ["Ag", "Cl", "C", "C", "C", "C", "O", "C", "C", "N", "C", "C", "C", "C", "C", "C", "C", "C", "N", "C", "C", "H", "H", "H", "H", "H", "H", "H", "H", "H", "H", "C", "S", "O", "C", "C", "C", "C", "C", "C", "H", "H", "H", "H", "H", "H", "H", "H", "F", "C", "C", "C", "C", "C", "C", "Sb", "C", "C", "C", "C", "F", "C", "C", "C", "C", "C", "C", "F", "C", "C", "H", "H", "H", "H", "H", "H", "H", "H", "H", "H", "H", "H"], "xyz": [[-0.28, 0.46, -0.59], [5.41, 5.58, -0.55], [4.37, 4.18, -0.68], [4.92, 2.89, -0.57], [4.12, 1.80, -0.65], [2.69, 1.89, -0.84], [2.01, 0.82, -0.94], [2.15, 3.22, -0.91], [0.77, 3.57, -0.97], [-0.28, 2.81, -0.91], [-1.55, 3.41, -0.87], [-1.81, 4.71, -0.50], [-3.12, 5.24, -0.52], [-4.18, 4.47, -0.91], [-3.97, 3.12, -1.25], [-5.03, 2.26, -1.61], [-4.78, 0.94, -1.89], [-3.45, 0.48, -1.77], [-2.44, 1.26, -1.46], [-2.67, 2.57, -1.21], [3.03, 4.33, -0.85], [5.99, 2.78, -0.44], [4.53, 0.80, -0.59], [0.62, 4.65, -1.07], [-1.01, 5.35, -0.16], [-3.27, 6.27, -0.23], [-5.18, 4.88, -0.94], [-6.04, 2.65, -1.66], [-5.56, 0.26, -2.16], [-3.22, -0.57, -1.94], [2.61, 5.33, -0.91], [-0.02, 0.19, 4.21], [0.21, 0.36, 2.43], [-1.18, 0.51, 1.87], [0.93, 2.00, 2.46], [0.10, 3.10, 2.40], [0.67, 4.37, 2.46], [2.05, 4.51, 2.57], [2.87, 3.39, 2.60], [2.31, 2.12, 2.53], [-0.67, 0.99, 4.55], [0.95, 0.24, 4.70], [-0.48, -0.78, 4.38], [-0.97, 2.96, 2.29], [0.04, 5.24, 2.42], [2.49, 5.50, 2.61], [3.94, 3.50, 2.65], [2.94, 1.24, 2.52], [-1.16, -4.55, 4.96], [-0.92, -4.07, 3.73], [-1.82, -3.16, 3.19], [-1.56, -2.66, 1.92], [-0.43, -3.07, 1.20], [0.44, -3.98, 1.78], [0.21, -4.49, 3.05], [-0.11, -2.20, -0.71], [-1.49, -3.39, -1.82], [-1.80, -3.01, -3.12], [-2.68, -3.75, -3.89], [-3.24, -4.89, -3.34], [-4.09, -5.62, -4.08], [-2.97, -5.29, -2.05], [-2.08, -4.54, -1.29], [1.69, -3.15, -1.26], [2.85, -2.37, -1.34], [4.06, -2.96, -1.67], [4.10, -4.31, -1.92], [5.27, -4.89, -2.24], [2.97, -5.11, -1.85], [1.76, -4.52, -1.52], [-2.68, -2.85, 3.75], [-2.23, -1.92, 1.50], [1.33, -4.30, 1.25], [0.88, -5.20, 3.52], [-1.36, -2.11, -3.55], [-2.92, -3.47, -4.91], [-3.44, -6.18, -1.66], [-1.86, -4.85, -0.28], [2.79, -1.30, -1.17], [4.97, -2.37, -1.76], [3.05, -6.17, -2.06], [0.87, -5.13, -1.47]], "gap_ev": 6.79, "total_energy_ev": -92125.69979}

[3]
{"formula": "C41H30BrNO2PPb", "method": "ωB97M-V with the def2-TZVPD basis set", "species": ["Pb", "N", "C", "C", "C", "C", "C", "C", "C", "C", "C", "C", "C", "C", "H", "H", "H", "H", "H", "H", "H", "H", "H", "H", "C", "C", "C", "C", "C", "C", "P", "C", "C", "C", "C", "C", "C", "C", "C", "C", "C", "C", "C", "C", "C", "C", "C", "H", "H", "H", "H", "H", "H", "H", "H", "H", "H", "H", "H", "H", "H", "H", "H", "Br", "C", "C", "C", "C", "C", "C", "C", "O", "O", "H", "H", "H", "H"], "xyz": [[-1.08, 0.50, 2.01], [-3.46, 1.33, 2.22], [-4.01, 1.52, 0.90], [-4.47, 2.77, 0.53], [-4.97, 2.99, -0.74], [-5.02, 1.94, -1.64], [-4.56, 0.69, -1.26], [-4.04, 0.45, 0.01], [-3.51, -0.91, 0.33], [-4.24, -2.02, -0.07], [-3.73, -3.31, 0.07], [-2.47, -3.49, 0.60], [-1.75, -2.38, 1.03], [-2.25, -1.09, 0.93], [-3.60, 2.17, 2.77], [-3.91, 0.56, 2.69], [-4.43, 3.59, 1.25], [-5.33, 3.97, -1.02], [-5.41, 2.09, -2.64], [-4.58, -0.13, -1.98], [-5.23, -1.88, -0.50], [-4.33, -4.16, -0.24], [-2.05, -4.48, 0.68], [-0.76, -2.54, 1.46], [2.53, 4.03, 1.84], [2.50, 3.92, 0.46], [2.69, 2.69, -0.14], [2.93, 1.58, 0.66], [2.97, 1.68, 2.05], [2.77, 2.92, 2.63], [3.21, -0.04, -0.03], [4.99, -0.25, 0.23], [5.52, -1.22, 1.07], [6.89, -1.28, 1.28], [7.73, -0.38, 0.65], [7.21, 0.58, -0.21], [5.84, 0.66, -0.41], [2.89, -0.80, -1.64], [3.00, -0.85, -2.99], [2.61, -2.09, -3.60], [2.17, -3.19, -2.89], [2.08, -3.14, -1.48], [1.70, -4.12, -0.52], [1.71, -3.83, 0.83], [2.10, -2.56, 1.35], [2.46, -1.61, 0.44], [2.44, -1.93, -0.92], [2.37, 5.00, 2.31], [2.32, 4.80, -0.15], [2.64, 2.60, -1.22], [3.17, 0.81, 2.67], [2.80, 3.01, 3.71], [4.87, -1.94, 1.55], [7.29, -2.04, 1.93], [8.80, -0.43, 0.82], [7.87, 1.28, -0.71], [5.45, 1.42, -1.07], [3.35, -0.03, -3.60], [2.67, -2.16, -4.68], [1.89, -4.08, -3.43], [1.39, -5.11, -0.84], [1.42, -4.60, 1.53], [2.11, -2.40, 2.42], [0.34, 3.14, -6.38], [0.14, 2.58, -4.59], [0.20, 1.22, -4.30], [0.08, 0.82, -2.98], [-0.12, 1.75, -1.97], [-0.22, 3.10, -2.29], [-0.08, 3.52, -3.60], [-0.26, 1.30, -0.56], [-1.15, 1.84, 0.15], [0.49, 0.39, -0.11], [0.34, 0.50, -5.09], [0.12, -0.24, -2.73], [-0.42, 3.82, -1.50], [-0.14, 4.57, -3.86]], "gap_ev": 7.68, "total_energy_ev": -133163.13744, "total_charge": 1, "de_lowest_kj_mol": 31.6}

> Number 1 is which compound?

C41H29N5O10PPt